Entry 1:
The following is a quantum chemistry calculation of a molecular structure, C11H19AuN5OPS, from OMol25.

Geometry as XYZ:
```
39
Properties=species:S:1:pos:R:3:nbo_charge:R:1
Au 0.155 -0.568 1.149 0.5374
C -1.318 3.884 1.901 -0.0733
N -0.783 4.226 0.589 -0.4396
C -1.880 4.625 -0.296 -0.0769
N -2.983 3.664 -0.369 -0.4409
C -3.450 3.359 0.974 -0.0704
N -2.362 2.866 1.809 -0.4506
C -1.912 1.538 1.542 -0.4425
P -1.087 1.660 -0.218 1.7231
C -0.005 3.095 0.080 -0.5975
C -2.571 2.411 -1.008 -0.6047
H -1.768 4.769 2.354 0.2109
H -0.514 3.523 2.543 0.2172
H -1.481 4.785 -1.298 0.2053
H -2.284 5.569 0.072 0.2103
H -4.243 2.612 0.932 0.2097
H -3.839 4.266 1.439 0.2110
H -2.717 0.812 1.462 0.2506
H -1.156 1.212 2.250 0.2447
H 0.522 3.339 -0.843 0.2484
H 0.752 2.811 0.817 0.2736
H -3.402 1.702 -0.939 0.2417
H -2.364 2.572 -2.067 0.2357
C -1.037 0.193 -3.634 -0.6219
C -0.816 -0.262 -2.205 0.1033
C 0.260 -1.314 -2.115 -0.6288
O -0.393 0.943 -1.458 -0.8184
H -1.384 -0.650 -4.232 0.2297
H -0.105 0.563 -4.065 0.2164
H -1.786 0.981 -3.696 0.2090
H -1.755 -0.622 -1.787 0.2104
H 1.187 -0.945 -2.556 0.2190
H -0.068 -2.194 -2.669 0.2298
H 0.469 -1.621 -1.093 0.2228
N 2.774 1.080 1.696 -0.4654
C 1.853 0.412 1.501 -0.1390
S -3.884 -2.317 -0.676 -0.1995
C -2.593 -1.799 0.142 0.1661
N -1.651 -1.423 0.730 -0.7571
```

Results
energy	-45029.087	eV
HOMO energy	-0.3173	hartree
energy relative to the best compared isomer or geometry (same formula, charge and spin)	18.1	kcal/mol
frontier orbital gap	8.23	eV

Entry 2:
The following is a quantum chemistry calculation of 3 unconnected molecules or ions with the total composition C11H19BF3NO10S, from OMol25.

Geometry as XYZ:
```
46
Properties=species:S:1:pos:R:3:nbo_charge:R:1
C -1.003 2.167 0.776 -0.6126
C -1.012 0.709 0.288 -0.4037
C 0.348 0.424 -0.330 -0.2350
N 0.460 -0.977 -0.856 -0.9400
B 0.678 -1.908 0.289 1.2964
O -0.429 -2.501 0.820 -0.8985
O 1.892 -2.152 0.851 -0.7501
C 2.405 -3.469 0.579 -0.0652
C 3.873 -3.487 0.956 -0.6228
S 1.715 -1.015 -1.920 2.5695
O 2.893 -0.482 -1.388 -0.9177
O 1.808 -2.261 -2.550 -0.9314
F 1.218 -0.029 -3.003 -0.4844
H -1.913 2.694 0.518 0.2138
H -0.187 2.676 0.268 0.2000
H -0.772 2.226 1.835 0.2258
H -1.223 0.030 1.108 0.1950
H -1.796 0.559 -0.446 0.2129
H 0.486 1.156 -1.115 0.2203
H 1.104 0.649 0.423 0.2091
H -0.471 -2.335 1.776 0.5050
H 2.347 -3.714 -0.481 0.1844
H 1.848 -4.243 1.100 0.1748
H 4.390 -4.278 0.424 0.2142
H 4.326 -2.548 0.659 0.2297
H 3.950 -3.583 2.034 0.2057
O -3.074 0.363 -7.830 -0.5495
C -2.493 0.029 -6.856 0.9647
O -1.163 -0.242 -6.802 -0.4830
C -0.820 -0.470 -5.431 -0.1316
C -2.148 -0.872 -4.837 0.4451
F -2.261 -0.479 -3.544 -0.3267
O -3.068 -0.142 -5.627 -0.4946
H -0.440 0.452 -4.991 0.2046
H -0.063 -1.245 -5.342 0.2158
H -2.373 -1.937 -4.908 0.1549
O 0.845 2.025 3.581 -0.5554
C 0.094 2.488 4.370 0.9676
O 0.167 2.273 5.706 -0.4794
C -0.816 3.098 6.337 -0.1311
C -1.796 3.327 5.212 0.4456
F -2.386 4.542 5.300 -0.3212
O -0.961 3.300 4.065 -0.4935
H -0.355 4.029 6.669 0.2067
H -1.258 2.593 7.191 0.2105
H -2.566 2.560 5.118 0.1551
```

Results
energy	-53346.616	eV
HOMO energy	-0.3876	hartree
SMILES	CCCN(B(O)OCC)S(=O)(=O)F.O=C1OC[C@@H](F)O1.O=C1OC[C@@H](F)O1
frontier orbital gap	10.75	eV

Entry 3:
The following is a quantum chemistry calculation of a single C11H19BFNO6 molecule, from OMol25.

Geometry as XYZ:
```
39
Properties=species:S:1:pos:R:3:nbo_charge:R:1
C 0.155 2.330 0.946 -0.4104
N -0.021 1.373 -0.165 -0.7928
C 0.755 1.824 -1.339 -0.4154
B -1.434 1.300 -0.552 1.2015
O -2.008 2.439 -1.040 -0.8916
C -2.327 -0.059 -0.453 -0.6851
C -3.568 0.288 0.400 0.4842
F -4.098 1.533 0.168 -0.3448
O -3.036 0.308 1.730 -0.5015
C -1.858 -0.392 1.759 0.7662
O -1.081 -0.327 2.661 -0.5400
C -1.820 -1.190 0.448 0.2302
O -2.935 -2.113 0.625 -0.7254
C -0.601 -2.065 0.161 -0.4567
C 0.550 -1.603 -0.744 -0.3741
C 1.843 -1.369 0.043 -0.4441
C 3.052 -1.106 -0.866 -0.0799
O 3.753 0.117 -0.580 -0.5056
C 4.302 0.203 0.637 0.6443
O 4.865 1.187 1.020 -0.5499
H 0.047 3.368 0.608 0.1792
H 1.153 2.220 1.378 0.2035
H -0.582 2.155 1.732 0.2115
H 0.807 2.914 -1.404 0.1951
H 1.764 1.409 -1.292 0.2100
H 0.305 1.446 -2.264 0.1876
H -2.691 2.307 -1.705 0.5014
H -2.551 -0.336 -1.489 0.2551
H -4.403 -0.403 0.319 0.1829
H -2.649 -2.766 1.276 0.4767
H -0.177 -2.328 1.138 0.2264
H -1.001 -2.995 -0.250 0.2272
H 0.305 -0.737 -1.353 0.2128
H 0.761 -2.423 -1.442 0.1965
H 2.037 -2.299 0.589 0.2026
H 1.707 -0.572 0.777 0.2375
H 2.716 -1.006 -1.899 0.2001
H 3.767 -1.932 -0.837 0.1846
H 4.201 -0.701 1.259 0.1001
```

Results
energy	-28885.036	eV
HOMO energy	-0.3341	hartree
SMILES	CN(C)B(O)[C@@H]1[C@H](F)OC(=O)[C@]1(O)CCCCOC=O
frontier orbital gap	9.39	eV

Entry 4:
The following is a quantum chemistry calculation of a molecular structure, C11H19BrIO2Pb, from OMol25.

Geometry as XYZ:
```
35
Properties=species:S:1:pos:R:3:nbo_charge:R:1
C 1.880 0.122 1.490 -0.6547
C 2.668 -1.060 0.675 -0.4315
C 1.675 -2.031 -0.242 -0.4736
I 2.604 -4.001 -0.280 0.1959
C 0.102 -1.962 0.162 0.3426
C -0.685 -1.395 -1.201 -0.5042
C -0.414 0.193 -1.499 -0.4349
C -1.696 1.100 -1.017 -0.4430
C -1.307 2.464 -0.191 -0.0907
O -1.779 3.706 -0.835 -0.5793
C -1.249 4.809 0.035 -0.3876
C -0.597 -3.414 0.431 -0.6250
C -0.298 -4.033 1.956 0.4886
O 0.028 -3.125 2.884 -0.5322
Br -0.477 -6.030 2.333 0.0552
H 1.000 -0.267 2.188 0.2441
H 1.544 1.041 0.811 0.1994
H 2.677 0.589 2.247 0.2419
H 3.321 -1.736 1.411 0.2466
H 3.432 -0.545 -0.072 0.2280
H 1.767 -1.591 -1.348 0.2549
H -1.849 -1.503 -0.978 0.2318
H -0.335 -2.044 -2.120 0.2661
H -0.362 0.298 -2.687 0.2291
H 0.626 0.555 -1.105 0.2281
H -2.269 1.453 -2.003 0.2386
H -2.490 0.509 -0.381 0.2303
H -1.732 2.330 0.916 0.2056
H -0.123 2.559 -0.070 0.1823
H -0.087 4.736 0.171 0.1987
H -1.477 5.877 -0.394 0.2240
H -1.746 4.616 1.097 0.2651
H -0.440 -4.214 -0.421 0.2968
H -1.775 -3.210 0.440 0.2643
Pb -0.134 5.202 -2.406 0.5988
```

Results
energy	-99181.779	eV
net charge	+1
HOMO energy	-0.3235	hartree
energy relative to the best compared isomer or geometry (same formula, charge and spin)	151.9	kcal/mol
frontier orbital gap	1.92	eV

Max |F| across the listed records, respectively: 1.223, 1.995, 1.065, 8.956 eV Å⁻¹.